Entry 1:
{
  "formula": "C37H28F3N2O6P2S2SeTc",
  "method": "ωB97M-V/def2-TZVPD",
  "elements": ["Tc", "N", "P", "C", "C", "C", "C", "C", "C", "C", "C", "C", "C", "C", "C", "P", "C", "C", "C", "C", "C", "C", "C", "C", "C", "C", "C", "C", "H", "H", "H", "H", "H", "H", "H", "H", "H", "H", "H", "H", "H", "H", "H", "H", "H", "H", "H", "H", "H", "F", "C", "F", "F", "C", "C", "C", "C", "N", "C", "S", "H", "H", "H", "O", "C", "O", "C", "C", "C", "C", "C", "C", "S", "H", "H", "H", "H", "O", "Se", "O", "O", "O"],
  "xyz": [[-0.43634, 0.32266, -1.29551], [1.02347, -0.79900, 1.08451], [-0.36561, 0.07878, 1.14470], [-1.61460, -0.82826, 2.11750], [-1.45471, -2.18252, 2.39698], [-2.42162, -2.86254, 3.12067], [-3.56400, -2.19984, 3.55393], [-3.73119, -0.85292, 3.26903], [-2.75479, -0.16535, 2.56267], [-0.10499, 1.49178, 2.28145], [0.87172, 1.37767, 3.26688], [1.06661, 2.40096, 4.18248], [0.28673, 3.54752, 4.11552], [-0.67953, 3.66856, 3.12752], [-0.87507, 2.64822, 2.20717], [1.36815, -1.22453, -0.70303], [1.28692, -2.99935, -0.23845], [2.18324, -3.52753, 0.68719], [2.07001, -4.84497, 1.11071], [1.04675, -5.64463, 0.62188], [0.15990, -5.12639, -0.31110], [0.28686, -3.81720, -0.75320], [3.09910, -0.60076, -0.72538], [3.67993, -0.20600, -1.93196], [4.93074, 0.39191, -1.95187], [5.63738, 0.59006, -0.77541], [5.07454, 0.19669, 0.42788], [3.81128, -0.37730, 0.45140], [1.28863, -1.39165, 1.86141], [-0.59564, -2.72160, 2.01259], [-2.29018, -3.91676, 3.32907], [-4.32573, -2.73573, 4.10589], [-4.62492, -0.33343, 3.58954], [-2.89507, 0.88696, 2.34794], [1.49802, 0.49534, 3.30794], [1.83349, 2.30603, 4.94072], [0.44284, 4.35077, 4.82426], [-1.27589, 4.56844, 3.05346], [-1.60300, 2.78327, 1.41575], [2.99291, -2.91657, 1.06939], [2.78579, -5.24484, 1.81847], [0.95056, -6.67041, 0.95530], [-0.63067, -5.74579, -0.71473], [-0.38948, -3.44990, -1.51335], [3.15000, -0.35851, -2.86184], [5.35111, 0.70646, -2.89898], [6.61389, 1.05737, -0.79521], [5.60600, 0.35710, 1.35775], [3.36643, -0.61281, 1.40673], [2.11921, 5.16520, -0.99520], [2.84072, 4.39930, -1.83199], [3.73503, 3.73680, -1.08056], [3.54424, 5.24327, -2.61653], [1.98645, 3.47760, -2.64613], [1.87119, 3.60733, -4.01551], [1.04802, 2.75090, -4.72808], [0.37539, 1.75216, -4.05090], [0.51729, 1.60835, -2.73569], [1.26057, 2.45801, -2.02023], [1.08220, 2.06548, -0.35615], [2.42470, 4.38493, -4.52590], [0.94060, 2.83791, -5.79871], [-0.27080, 1.04323, -4.54180], [-3.17598, 3.05422, -0.25691], [-2.91565, 1.96520, -0.75367], [-1.87323, 1.77640, -1.50118], [-3.90330, 0.84149, -0.53123], [-5.21160, 1.26006, -0.26298], [-6.23708, 0.36519, -0.03902], [-5.95773, -0.99859, -0.06882], [-4.67437, -1.42978, -0.31577], [-3.62325, -0.52786, -0.55405], [-2.07833, -1.31306, -0.80618], [-5.38893, 2.32622, -0.23057], [-7.24065, 0.72011, 0.15644], [-6.74136, -1.72511, 0.10861], [-4.44919, -2.48941, -0.32078], [-0.07648, -3.08172, -4.14829], [0.57754, -1.67898, -3.74557], [1.65461, -1.90301, -2.46907], [-0.62431, -0.69846, -3.06897], [1.33452, -0.86280, -4.90490]],
  "e_tot_ha": -6248.80499,
  "charge": -1,
  "spin_multiplicity": 2,
  "homo_ev": [-4.983, -5.058]
}

=====

Entry 2:
{
  "formula": "C37H28F3N7O12S2",
  "method": "ωB97M-V/def2-TZVPD",
  "elements": ["O", "S", "O", "C", "C", "C", "C", "C", "N", "S", "N", "C", "C", "F", "F", "F", "H", "H", "H", "O", "N", "O", "C", "C", "C", "C", "C", "C", "H", "H", "H", "H", "H", "O", "N", "O", "C", "C", "C", "C", "C", "C", "H", "H", "H", "H", "H", "O", "N", "O", "C", "C", "C", "C", "C", "C", "H", "H", "H", "H", "H", "O", "N", "O", "C", "C", "C", "C", "C", "C", "H", "H", "H", "H", "H", "O", "N", "O", "C", "C", "C", "C", "C", "C", "H", "H", "H", "H", "H"],
  "xyz": [[0.84245, 0.94489, 1.44992], [0.23822, -0.37143, 0.96639], [1.16682, -1.47072, 1.39603], [0.08155, -0.35117, -0.86414], [-0.39177, 0.92899, -1.59947], [-0.51635, 1.05740, -3.17168], [-0.16079, -0.14620, -4.06398], [0.32440, -1.48646, -3.36282], [0.70336, -2.69138, -4.07860], [1.11375, -3.80989, -2.82410], [0.90211, -2.91149, -1.36437], [0.44945, -1.60771, -1.76903], [-1.36892, -0.58475, 1.89256], [-1.21416, 0.03816, 3.16815], [-1.59555, -1.97053, 2.17784], [-2.51442, -0.08537, 1.23233], [-0.64762, 1.86219, -0.99843], [-0.87102, 2.02938, -3.67185], [-0.21278, -0.07225, -5.20967], [-6.99819, -5.32437, 6.28755], [-6.56199, -4.78450, 5.28010], [-6.96852, -5.00208, 4.14712], [-5.47567, -3.81482, 5.44122], [-4.95863, -3.56572, 6.71158], [-3.91108, -2.66192, 6.85656], [-3.39128, -2.01219, 5.74071], [-3.91879, -2.25752, 4.47627], [-4.96443, -3.16174, 4.32114], [-5.35454, -4.06532, 7.58897], [-3.49689, -2.46570, 7.84012], [-2.56970, -1.31140, 5.85690], [-3.51166, -1.74625, 3.61135], [-5.36428, -3.34633, 3.32990], [3.60475, 2.48219, -4.30079], [3.68142, 3.61791, -3.85070], [3.71846, 4.63189, -4.53462], [3.73682, 3.77324, -2.39520], [3.73430, 2.64082, -1.58170], [3.81085, 2.79239, -0.20134], [3.88452, 4.06477, 0.35708], [3.87648, 5.19209, -0.45932], [3.80303, 5.05059, -1.84122], [3.67734, 1.64344, -2.00418], [3.81587, 1.91813, 0.44141], [3.94939, 4.17841, 1.43414], [3.93140, 6.18156, -0.01774], [3.80071, 5.93685, -2.46649], [1.74272, -4.06241, -6.70214], [0.74107, -4.77389, -6.71298], [-0.40637, -4.35316, -6.76194], [0.93431, -6.22525, -6.65812], [2.22462, -6.74428, -6.56347], [2.40192, -8.12195, -6.48744], [1.29792, -8.96928, -6.51063], [0.01259, -8.44535, -6.61569], [-0.17460, -7.06881, -6.68941], [3.09316, -6.09497, -6.54436], [3.40167, -8.53603, -6.40690], [1.43990, -10.04400, -6.44545], [-0.84409, -9.11088, -6.63625], [-1.18146, -6.67316, -6.76778], [6.32497, 3.76428, 1.96347], [6.40148, 4.89936, 2.41358], [6.43910, 5.91360, 1.73026], [6.45600, 5.05402, 3.86926], [6.45270, 3.92130, 4.68187], [6.52873, 4.07214, 6.06254], [6.60266, 5.34458, 6.62184], [6.59512, 6.47214, 5.80558], [6.52219, 6.33104, 4.42366], [6.39560, 2.92432, 4.25871], [6.53349, 3.19685, 6.70381], [6.66753, 5.45819, 7.69993], [6.65002, 7.46160, 6.24738], [6.52036, 7.21751, 3.79864], [-3.38652, 1.66121, -1.72945], [-4.32310, 2.42907, -1.91049], [-4.30632, 3.36656, -2.69501], [-5.54356, 2.21192, -1.13071], [-5.58887, 1.17602, -0.19873], [-6.74148, 0.98827, 0.55676], [-7.83759, 1.82700, 0.37636], [-7.78986, 2.85315, -0.56317], [-6.64047, 3.05035, -1.32132], [-4.74176, 0.51558, -0.04845], [-6.78496, 0.18912, 1.28954], [-8.73380, 1.68082, 0.97200], [-8.64843, 3.50191, -0.70144], [-6.61501, 3.85542, -2.04774]],
  "e_tot_ha": -3808.18214,
  "smiles": "O=S(=O)(c1cccc2nsnc12)C(F)(F)F.O=[N+]([O-])c1ccccc1.O=[N+]([O-])c1ccccc1.O=[N+]([O-])c1ccccc1.O=[N+]([O-])c1ccccc1.O=[N+]([O-])c1ccccc1",
  "homo_ev": -9.417
}